{
  "formula": "C4H6N2OS2",
  "method": "ωB97M-V/def2-TZVPD",
  "species": ["C", "C", "C", "C", "N", "N", "O", "S", "S", "H", "H", "H", "H", "H", "H"],
  "positions_angstrom": [[1.27913, -0.29144, 1.75952], [0.66155, -1.01424, -1.08897], [0.01009, 0.15527, 1.41180], [0.14627, 0.42695, -0.65026], [2.36063, -0.44882, 2.14201], [-0.40916, -1.91920, -0.98729], [1.84250, -1.30235, -1.28402], [-1.42345, 1.02602, -1.13984], [1.47381, 1.51826, -0.81094], [-0.84404, -0.56012, 1.38169], [-0.04774, 1.23037, 1.36058], [-1.25928, -1.55279, -0.65268], [-0.32333, -2.91060, -1.35036], [-1.25827, 2.29578, -0.70830], [2.44989, 0.57344, -0.87894]],
  "forces_ev_per_a": [[1.6767, -0.0816, 1.4147], [-0.9493, -1.0220, 0.9239], [-1.2557, -0.4343, -4.3866], [1.9688, -2.0120, 2.0690], [-0.5674, -0.2656, -0.4935], [2.8400, -1.0447, -1.5146], [-2.5333, 0.5729, -0.0074], [-0.5096, 0.0185, -0.3773], [0.9095, 1.2898, -0.4283], [0.6908, 1.0805, 0.7206], [-0.7222, 0.0185, 1.0480], [-1.0744, -0.0047, 0.0855], [-0.1643, 2.0014, 0.8725], [0.0736, -0.2939, -0.0080], [-0.3832, 0.1773, 0.0815]],
  "mulliken_charge": [0.450, 0.388, -0.508, -0.157, -0.459, -0.349, -0.573, -0.121, -0.148, 0.350, 0.364, 0.172, 0.253, 0.162, 0.177],
  "largest_force_ev_per_a": 4.58,
  "e_above_lowest_kj_mol": 171.7
}

***

{
  "formula": "C3H5BrF2",
  "method": "ωB97M-V/def2-TZVPD",
  "species": ["C", "C", "C", "F", "F", "Br", "H", "H", "H", "H", "H"],
  "positions_angstrom": [[-0.67950, 1.21403, 2.03900], [-0.50255, 0.59391, 0.80406], [0.91779, -1.42066, -1.88584], [1.19434, -2.19002, -2.96392], [0.41410, -2.19983, -0.90415], [-1.21510, 1.74983, -0.59607], [0.07135, 0.74288, 2.72348], [-1.70722, 0.95471, 2.40299], [-0.56685, 2.37063, 2.21585], [0.19200, -0.72004, -2.31985], [1.88164, -1.09545, -1.51555]],
  "forces_ev_per_a": [[0.7542, 2.5061, 3.8123], [-0.3830, -0.2115, -3.0612], [0.1495, -0.1519, -0.4114], [0.3012, -1.0527, -0.6713], [-0.5620, -0.0750, -0.0721], [0.3059, -0.4508, 0.4488], [-0.8327, 0.1739, -0.1329], [0.6019, -0.0821, -0.2538], [-0.4262, -1.8873, -0.8328], [0.1247, 0.3443, 1.1372], [-0.0336, 0.8868, 0.0371]],
  "mulliken_charge": [-0.719, -0.050, 0.257, -0.264, -0.209, -0.128, 0.262, 0.312, 0.327, 0.074, 0.138],
  "largest_force_ev_per_a": 4.62,
  "e_above_lowest_kj_mol": 368.9
}

***

{
  "formula": "C2H10O4",
  "method": "ωB97M-V/def2-TZVPD",
  "species": ["C", "C", "O", "H", "H", "H", "H", "H", "H", "O", "H", "H", "O", "H", "H", "O"],
  "positions_angstrom": [[0.07955, -1.21471, 0.79170], [-0.77574, -1.66275, -0.12066], [-0.33778, -2.28847, -1.19476], [-0.02354, -0.56763, 1.63745], [1.08144, -1.16118, 0.54531], [-1.90586, -1.63907, -0.32445], [0.42611, -2.81223, -0.97784], [2.15905, 0.42555, -1.23978], [2.72498, 1.13554, -0.03326], [2.75568, 0.20703, -0.53654], [-2.66375, 1.61504, -0.35879], [-1.03828, 1.93271, -0.21803], [-1.92764, 2.14870, -0.56241], [-0.91438, 1.60345, 1.44569], [0.08068, 2.48450, 2.07661], [0.04108, 1.71375, 1.47132]],
  "forces_ev_per_a": [[0.8620, 1.8902, 2.4457], [-4.0518, -1.8447, -4.1530], [-0.9958, 0.0022, 0.8376], [-1.1559, -0.0741, 0.6393], [2.4061, -0.5897, -0.8201], [1.5520, 0.9218, 1.3688], [1.6709, -0.3014, -0.3351], [-0.4014, 0.0137, -1.0991], [0.4313, -3.0581, -1.3320], [-0.2195, 3.0062, 2.4278], [-0.7516, -1.2849, 0.6955], [-1.1621, -0.2262, -0.2475], [1.8498, 1.5756, -0.7814], [-0.3122, -0.1096, 0.0854], [0.5093, -0.4377, -0.4311], [-0.2310, 0.5167, 0.6993]],
  "mulliken_charge": [-0.731, 0.522, -0.307, 0.369, 0.349, 0.374, 0.392, 0.326, 0.348, -0.668, 0.308, 0.333, -0.625, 0.345, 0.284, -0.621],
  "s_squared": 0.76,
  "total_charge": 1,
  "multiplicity": 2,
  "largest_force_ev_per_a": 6.09,
  "e_above_lowest_kj_mol": 189.4
}

***

{
  "formula": "C10H14N2O3",
  "method": "ωB97M-V/def2-TZVPD",
  "species": ["C", "C", "C", "C", "C", "C", "C", "C", "C", "C", "N", "N", "O", "O", "O", "H", "H", "H", "H", "H", "H", "H", "H", "H", "H", "H", "H", "H", "H"],
  "positions_angstrom": [[3.66601, 0.42757, -0.63703], [3.38035, -0.80529, -0.07555], [2.85153, 1.56908, -0.37084], [2.22019, -0.99259, 0.65825], [1.77305, 1.40274, 0.41976], [1.40055, 0.15399, 0.91292], [-3.65178, -0.06859, -0.81540], [0.18043, 0.06303, 1.55917], [-2.52037, 0.24313, 0.20235], [-1.23872, -0.42663, -0.13931], [-0.55834, 0.08371, -1.36492], [-1.05953, -1.85196, -0.00507], [-1.80582, -2.51620, 0.71673], [-0.00580, -2.21202, -0.57273], [-2.34085, 1.60156, 0.35042], [4.73934, 0.58952, -0.89543], [3.86438, -1.70805, -0.30276], [3.18877, 2.53984, -0.72227], [2.03724, -1.95926, 1.06434], [0.97674, 2.03561, 0.79378], [-4.17754, 0.87000, -1.05882], [-4.30078, -0.80374, -0.32863], [-3.42951, -0.50606, -1.71181], [-0.15795, -0.80822, 2.23743], [-0.31797, 0.93711, 2.00145], [-2.93304, -0.04198, 1.16937], [-0.09858, 0.89746, -1.05938], [-0.01017, -0.64280, -1.76087], [-1.67182, 1.92902, -0.26513]],
  "forces_ev_per_a": [[1.4205, 1.2219, 1.2117], [-1.8872, 0.3684, -0.2307], [2.0158, -0.4492, -0.7457], [-0.3182, 1.9392, -0.0134], [-2.0595, -0.6914, 0.8070], [2.3299, -2.2088, -0.5148], [-1.0529, 0.8721, 2.3017], [-4.7418, -2.1304, 1.5696], [-1.4218, -1.0556, -0.3939], [2.8627, 1.0142, -0.3412], [-3.5832, -0.8151, 2.4130], [0.8792, 0.8454, -0.0202], [0.8526, 0.3656, -0.8503], [-1.3497, -1.4768, 0.7860], [0.8376, 1.8010, -0.0018], [-1.1808, -0.0497, -0.7665], [1.4463, -0.6954, -0.2525], [-0.1739, -0.1128, 0.0182], [-0.5084, -0.4421, 0.2877], [0.7001, 1.5383, -0.6806], [-0.0088, -0.4506, 0.4282], [-0.3332, 0.3959, -0.0689], [1.3913, -1.0129, -2.3750], [1.0977, 0.9997, -1.4213], [0.3887, 0.0550, -0.6903], [0.4740, -0.5415, 0.0659], [1.3718, 0.9322, -0.3100], [0.9287, -0.2066, -0.1161], [-0.3773, -0.0098, -0.0956]],
  "mulliken_charge": [-0.546, -0.567, -0.569, -0.436, -0.331, 1.186, -1.476, -1.271, 0.519, -0.174, -0.546, 1.121, -0.644, -0.669, -0.585, 0.299, 0.415, 0.397, 0.431, 0.455, 0.344, 0.319, 0.397, 0.385, 0.272, 0.366, 0.178, 0.367, 0.363],
  "largest_force_ev_per_a": 5.43,
  "e_above_lowest_kj_mol": 658.4
}

***

{
  "formula": "C12H14ClN2",
  "method": "ωB97M-V/def2-TZVPD",
  "species": ["C", "C", "C", "C", "C", "C", "C", "C", "C", "C", "C", "C", "N", "N", "Cl", "H", "H", "H", "H", "H", "H", "H", "H", "H", "H", "H", "H", "H", "H"],
  "positions_angstrom": [[-4.41651, 0.02493, -0.31487], [-3.66772, -1.10984, -0.15695], [-3.81959, 1.27190, -0.34148], [-2.29128, -1.03856, 0.00257], [-2.48117, 1.35539, -0.34452], [-1.64407, 0.21674, -0.15149], [1.51541, -1.09817, -1.22998], [-0.24422, 0.34995, -0.41641], [2.03260, 1.23436, 0.48121], [2.12666, -0.04980, 0.84444], [1.80403, 2.29318, 1.52626], [3.45922, -1.92416, 0.02043], [2.26177, -1.07434, -0.10939], [0.26421, -0.53042, -1.25782], [2.24904, 1.76026, -1.07745], [-5.49857, -0.15391, -0.18265], [-4.27094, -1.92912, 0.10144], [-4.30102, 2.17210, -0.52130], [-1.74984, -1.96632, 0.23470], [-2.01551, 2.40964, -0.31423], [1.94630, -1.86739, -1.98259], [2.28439, -0.39478, 1.77907], [1.74064, 1.81836, 2.44747], [1.02771, 3.00223, 1.11125], [2.84800, 2.84618, 1.78401], [3.76183, -1.95094, -1.07232], [4.32345, -1.63845, 0.70772], [3.07854, -2.91916, 0.32957], [-0.32336, -1.10990, -1.89669]],
  "forces_ev_per_a": [[-1.4308, 0.2039, 0.7008], [0.7733, 0.6985, 1.0786], [-0.5560, -1.1197, -0.9259], [0.1149, -0.2541, -0.6382], [3.5186, 1.6226, 1.3641], [-1.2401, -0.5773, -1.1128], [2.0613, -1.3090, 1.3929], [-0.3820, 1.4389, 0.6855], [-0.4627, 0.3681, 1.9183], [-0.0996, -0.1266, -3.2912], [2.9946, 1.9497, -1.7562], [0.2384, -1.4009, -1.5785], [-0.2043, 1.6303, -0.6018], [0.5638, -2.4622, -1.2181], [0.3921, 0.5994, -1.3231], [0.5367, 0.6921, -0.5910], [-0.0433, -1.6282, -0.0487], [-1.4672, 1.3408, 0.0696], [0.0084, 0.5409, -0.1614], [-0.5208, -1.9427, -0.4147], [-1.5816, 1.6471, 0.8698], [0.2122, -0.5924, 3.1769], [-1.5086, -0.7047, 1.7321], [0.8158, -0.7406, 1.2243], [-2.2803, -0.6846, -1.3782], [0.5985, -0.5362, 1.5698], [-1.6417, 0.3527, -1.0399], [0.5731, 0.3890, -0.2114], [0.0171, 0.6053, 0.5083]],
  "mulliken_charge": [-0.205, -0.576, -0.703, -0.396, -0.317, 0.119, -0.124, 0.268, 0.898, -1.110, -1.194, -0.860, 0.165, 0.018, -0.100, 0.327, 0.356, 0.446, 0.412, 0.235, 0.310, 0.664, 0.406, 0.277, 0.325, 0.282, 0.336, 0.366, 0.375],
  "total_charge": 1,
  "largest_force_ev_per_a": 4.11,
  "e_above_lowest_kj_mol": 348.8
}

***

{
  "formula": "C24H26N5O10",
  "method": "ωB97M-V/def2-TZVPD",
  "species": ["C", "C", "O", "N", "C", "C", "O", "N", "C", "C", "O", "C", "N", "C", "C", "C", "C", "C", "O", "O", "N", "N", "O", "H", "H", "H", "H", "H", "H", "H", "H", "H", "H", "H", "H", "H", "H", "H", "H", "H", "H", "C", "C", "C", "O", "C", "C", "C", "O", "H", "H", "H", "H", "C", "C", "C", "O", "C", "C", "C", "O", "H", "H", "H", "H"],
  "positions_angstrom": [[2.74245, -1.19485, 1.94653], [2.04759, -2.19895, 1.08676], [1.74840, -3.30048, 1.46097], [1.81424, -1.82595, -0.26661], [1.38052, -0.44614, -0.53585], [1.80000, 0.12581, -1.84396], [0.73081, 0.14948, 0.26349], [1.11200, -2.79986, -0.97968], [1.88979, -3.56616, -1.95487], [1.73476, -3.02382, -3.35811], [2.67864, -2.77480, -4.04651], [-0.18340, -2.98865, -0.70906], [-0.89281, -2.32577, 0.20930], [-2.13904, -2.78008, 0.15196], [-3.24425, -2.27554, 1.00527], [-4.65891, -2.70369, 0.56428], [-5.61152, -2.83013, 1.76625], [-6.26595, -1.53435, 2.16692], [-6.48705, -1.24982, 3.30316], [-6.60476, -0.72262, 1.13090], [-2.24580, -3.73566, -0.78014], [-1.00083, -3.88129, -1.32615], [-0.82724, -4.80001, -2.31621], [3.66009, -1.67864, 2.27592], [3.02475, -0.29041, 1.41975], [2.09851, -0.99617, 2.79616], [0.92459, 0.54348, -2.34456], [2.44957, 0.96944, -1.61112], [2.32019, -0.58354, -2.47662], [1.59604, -4.61243, -1.90605], [2.92584, -3.52567, -1.63714], [0.71006, -2.84646, -3.72922], [-3.17764, -1.19032, 0.92896], [-3.03946, -2.54461, 2.03945], [-4.63625, -3.67168, 0.06406], [-5.03480, -1.96731, -0.13752], [-6.36691, -3.58213, 1.54573], [-5.06057, -3.18758, 2.63091], [-6.37368, 0.18318, 1.38007], [-3.03929, -4.27965, -1.07889], [-0.52925, -5.61753, -1.88157], [2.73690, 4.10847, 3.77593], [3.04477, 3.36104, 2.72008], [4.28891, 2.55339, 2.68562], [4.56867, 1.87039, 1.72078], [5.17800, 2.60905, 3.87119], [4.87211, 3.35592, 4.92861], [3.62623, 4.16482, 4.96624], [3.34303, 4.84225, 5.92712], [1.83610, 4.70685, 3.82464], [2.41249, 3.30430, 1.84279], [6.07965, 2.01205, 3.82149], [5.50555, 3.41262, 5.80443], [-0.84786, 4.74897, -2.07484], [-0.38202, 3.51962, -2.27500], [-0.28826, 2.94914, -3.64144], [0.13643, 1.82297, -3.82248], [-0.72807, 3.79359, -4.77565], [-1.19458, 5.02360, -4.57757], [-1.29142, 5.60035, -3.21120], [-1.71431, 6.71750, -3.02662], [-0.92767, 5.18911, -1.08900], [-0.05434, 2.88276, -1.46145], [-0.64701, 3.35304, -5.76103], [-1.52265, 5.65959, -5.38956]],
  "forces_ev_per_a": [[0.2960, -0.1623, -0.3972], [-0.0412, -0.0851, 0.1876], [-0.0418, -0.2676, -0.0720], [-0.5624, -0.0194, 0.6503], [-0.0336, 0.0072, -0.6038], [-0.2101, -0.1313, 0.0309], [0.0081, 0.1835, 0.5444], [0.3482, 0.3736, -0.6580], [-0.1736, -0.2522, 0.4819], [0.1704, 0.1273, -0.2498], [0.1484, -0.0532, -0.1103], [-0.2455, -0.3094, 0.0363], [-0.1343, 0.1151, -0.0413], [0.4186, -0.0813, -0.1406], [-0.4601, 0.1599, -0.5723], [0.2709, -0.1949, 0.4357], [0.2941, -0.0620, -0.6389], [-0.2901, -0.1180, 0.2947], [0.1648, 0.2424, 0.3470], [0.7925, -0.0520, -0.4219], [-0.0927, 0.3775, 0.5339], [0.1015, -0.3247, -0.1065], [0.0934, 0.2837, 0.1473], [-0.0079, -0.0189, 0.2487], [-0.1024, 0.1743, 0.0986], [0.0505, 0.1650, 0.1221], [0.1564, -0.0651, -0.0784], [0.1620, 0.0041, -0.0788], [0.1076, 0.0545, -0.0766], [-0.0385, -0.0805, -0.1279], [0.0963, 0.1409, -0.0740], [-0.1750, -0.0244, 0.1276], [0.1536, 0.0910, 0.2815], [0.1358, -0.0787, 0.0612], [-0.0121, -0.0919, -0.0323], [-0.1642, -0.1008, -0.1814], [-0.2575, 0.1272, 0.0103], [-0.1164, -0.0568, 0.1813], [-0.6387, 0.0971, 0.1668], [0.0832, -0.0907, -0.1969], [-0.0633, -0.0334, -0.0206], [-0.0117, -0.0213, -0.0370], [-0.0133, 0.0076, 0.0147], [0.0262, 0.0381, 0.0157], [-0.0877, -0.0958, -0.0334], [0.0075, 0.0104, 0.0181], [0.0120, -0.0271, -0.0244], [0.0088, 0.0078, 0.0070], [-0.0101, 0.0032, 0.0138], [0.0104, 0.0149, 0.0308], [0.0188, -0.0163, -0.0148], [-0.0013, -0.0020, -0.0280], [-0.0173, 0.0213, 0.0143], [0.0161, -0.0379, 0.0195], [-0.0125, 0.0071, -0.0004], [0.0235, -0.0033, -0.0068], [-0.1562, 0.0867, -0.0697], [-0.0032, 0.0267, -0.0149], [0.0111, -0.0327, -0.0073], [0.0041, 0.0011, -0.0128], [-0.0144, 0.0167, 0.0094], [-0.0096, 0.0331, -0.0148], [-0.0018, -0.0114, -0.0160], [0.0142, -0.0214, 0.0104], [-0.0047, 0.0251, 0.0181]],
  "mulliken_charge": [-1.087, 0.829, -0.564, 0.109, 0.476, -1.205, -0.497, 0.237, -0.804, 0.034, -0.434, 0.112, -0.316, 0.422, -0.420, -0.443, -0.758, 0.468, -0.527, -0.455, -0.282, 0.385, -0.432, 0.350, 0.267, 0.275, 0.218, 0.401, 0.346, 0.531, 0.330, 0.363, 0.344, 0.358, 0.258, 0.401, 0.345, 0.373, 0.354, 0.268, 0.405, -0.357, -0.321, 0.510, -0.572, -0.411, -0.363, 0.326, -0.520, 0.410, 0.478, 0.420, 0.412, -0.474, -0.163, 0.570, -0.547, -0.475, -0.404, 0.251, -0.515, 0.437, 0.431, 0.430, 0.410],
  "total_charge": 1,
  "largest_force_ev_per_a": 0.90,
  "e_above_lowest_kj_mol": 0.0
}